# 1
The following is a quantum chemistry calculation of a structure of composition C34H30CsN5O2P in a non-equilibrium geometry, from the Open Molecules 2025 dataset.

Geometry as XYZ:
```
73
Properties=species:S:1:pos:R:3:forces:R:3
H 0.182 -7.844 -2.842 -0.01 0.01 0.00
H -3.831 -0.650 -3.548 0.05 -0.02 0.04
C 1.363 -5.494 -2.293 0.03 0.04 0.05
C 2.412 3.810 2.684 -0.07 0.00 0.00
H 7.168 -0.027 -3.944 -0.02 0.00 0.00
H 4.283 -1.646 -5.570 -0.01 0.00 0.04
C 0.698 2.404 3.638 0.01 0.03 0.08
H -1.155 3.742 4.672 -0.02 -0.02 0.01
H 2.061 -6.327 -2.332 -0.02 0.05 0.00
H -1.518 -0.357 1.543 -0.73 0.20 0.37
Cs 0.535 -0.956 0.534 0.32 -0.31 -2.49
N -1.703 -1.547 -1.191 -0.49 -0.22 -0.42
H -0.211 3.505 0.568 0.00 0.01 -0.01
C -2.918 3.710 5.881 0.00 -0.03 -0.03
H 2.927 -4.050 -2.126 -0.02 -0.02 -0.02
C 5.075 -0.568 -3.890 0.00 -0.01 -0.06
C -0.558 -7.158 -2.424 0.04 0.07 -0.02
C 3.126 0.559 1.341 0.33 0.18 -0.02
H 0.347 1.762 4.440 0.03 0.10 -0.08
N -1.359 -2.305 -2.249 0.08 -0.07 -0.07
H 2.616 1.235 2.014 0.01 -0.12 -0.13
C 2.686 -1.456 -2.542 -0.10 -0.16 0.02
H -0.838 -7.542 -1.439 0.01 0.02 0.01
C -0.010 -5.754 -2.346 0.06 -0.07 -0.01
C 1.935 3.027 3.731 0.01 0.01 -0.07
H -3.181 -0.099 -0.928 0.05 -0.04 -0.02
N 1.513 -1.804 -1.932 0.31 -0.37 -0.74
C -2.725 -0.809 -1.603 0.03 -0.03 -0.14
H 2.254 -2.398 -4.420 0.04 0.02 0.01
C -4.709 2.315 5.117 0.05 0.02 -0.03
C -1.628 0.085 2.533 -0.01 0.03 0.22
C -3.943 1.947 4.021 0.03 0.02 0.06
H 4.556 -0.600 2.612 -0.05 -0.03 -0.02
C -2.149 3.329 4.786 0.01 0.05 -0.03
H -2.006 -2.585 -4.246 0.02 0.01 0.06
C 1.646 3.971 1.538 -0.01 -0.03 0.05
C 4.825 -0.250 -2.566 -0.02 0.04 0.12
C -4.195 3.201 6.057 0.01 -0.02 -0.03
P -1.797 1.916 2.286 0.06 -0.01 0.22
H 6.550 -0.690 -5.458 0.00 0.00 0.01
H 3.389 4.275 2.754 -0.02 0.00 0.00
H 2.021 4.557 0.707 -0.02 -0.02 0.03
H -1.448 -7.204 -3.055 0.02 0.01 0.01
H -4.365 1.273 3.283 0.00 -0.01 0.02
C -0.100 2.586 2.501 0.06 0.04 -0.04
C 0.394 3.370 1.457 0.07 -0.02 0.05
H 2.540 2.879 4.618 -0.02 0.01 -0.03
C -0.499 -0.433 3.475 0.02 0.02 0.13
C -0.366 -3.350 -2.180 -0.08 0.07 0.02
C 4.123 -1.364 -4.532 -0.03 0.00 0.00
C -3.058 -1.093 -2.943 0.01 0.07 0.07
H 5.540 0.347 -2.007 -0.03 -0.02 0.00
N 2.824 0.549 0.048 0.90 0.37 -0.14
H -4.788 3.493 6.916 0.02 -0.01 -0.03
C 2.979 -1.790 -3.889 0.02 0.05 0.01
H -2.580 -0.243 2.950 -0.09 -0.02 -0.03
O 0.396 -1.112 2.890 -0.57 0.12 3.47
C 1.856 -4.212 -2.174 -0.10 -0.02 -0.04
O -0.595 -0.107 4.668 0.07 -0.22 -0.24
C 3.682 -0.685 -1.902 -0.02 0.06 0.12
C 1.021 -3.059 -2.110 0.16 0.07 -0.19
C -2.641 2.429 3.846 -0.13 -0.10 -0.07
C -2.154 -2.060 -3.316 0.11 0.00 0.13
H -5.710 1.916 5.234 0.03 0.00 -0.01
C 6.300 -0.054 -4.607 -0.06 -0.04 0.03
H 5.109 -1.754 0.171 -0.07 -0.01 -0.02
H 6.152 0.959 -4.989 -0.01 0.00 0.00
H -1.921 -4.794 -2.336 0.02 0.03 0.01
N 3.612 -0.406 -0.490 0.05 -0.07 -0.13
C 4.405 -0.986 0.445 -0.10 0.13 -0.03
C 4.120 -0.388 1.650 -0.09 0.07 -0.05
C -0.845 -4.654 -2.289 -0.12 0.13 0.04
H -2.508 4.405 6.605 0.00 -0.02 -0.03
```
Forces are in eV/Å.

## Properties
HOMO level (eV): -4.028
Total charge: -1

---

# 2
The following is a quantum chemistry calculation of the ion C5H7N2 with charge +1 in a non-equilibrium geometry, from the Open Molecules 2025 dataset.

Geometry as XYZ:
```
14
Properties=species:S:1:pos:R:3:forces:R:3
C -0.732 1.936 0.376 4.09 -0.60 0.20
H -2.898 0.330 0.713 -1.06 0.13 2.35
H -3.100 0.675 -0.894 -0.86 1.86 -2.13
N -1.102 0.700 -0.083 1.57 0.74 -0.72
H -2.361 -0.780 -0.472 -0.45 -0.20 0.07
C 0.627 1.844 0.453 -3.37 1.58 0.46
H 2.851 0.869 -1.000 0.22 -1.47 1.52
H 0.041 -1.063 -0.740 0.02 0.30 0.09
H 3.085 0.404 0.881 -1.04 0.64 -1.71
N 1.135 0.688 0.050 -2.88 -1.25 -0.58
H 2.539 -0.812 -0.131 -0.23 -0.39 -0.98
C 2.478 0.262 -0.096 2.88 1.06 0.58
C 0.027 -0.043 -0.357 -0.35 1.03 1.04
C -2.456 0.273 -0.210 1.47 -3.41 -0.18
```
Forces are in eV/Å.

## Properties
Energy relative to the best compared isomer or geometry (same formula, charge and spin) (kJ/mol): 763.1
HOMO level (spin up / spin down) (eV): -15.016 / -14.996
Total charge: +1
SMILES: Cn1c#c[n+](C)c1